[1]
# C28H50Br14F7IN3OS

A cluster of 8 separate species, C28H50Br14F7IN3OS in total in a non-equilibrium geometry (ωB97M-V/def2-TZVPD, the OMol25 dataset).

Values from the calculation:
* maximum force: 2.778 eV/Å
* spin multiplicity: 1
* HOMO level: -11.309 eV
* net charge: +1

Each line ends with the Mulliken charge.
Geometry (Å):
C 0.664 -6.132 1.119  -1.495
C 0.723 -4.813 1.912  0.161
C -0.530 -4.474 2.744  -1.108
I -1.686 -6.215 3.352  0.134
N -1.406 -3.453 2.154  0.330
C -1.862 -3.439 0.953  -1.268
N -1.558 -4.457 -0.017  1.004
C -0.924 -3.973 -1.270  -0.950
C 0.453 -3.322 -1.079  -0.081
C 1.109 -3.052 -2.433  0.763
F 0.339 -2.370 -3.254  -0.266
F 2.258 -2.410 -2.249  -0.202
F 1.449 -4.216 -2.997  -0.286
C -2.926 -4.785 -0.437  -0.346
F -3.389 -5.911 0.144  -0.415
C -3.797 -3.533 -0.046  -0.272
C -4.869 -3.085 -1.041  -0.802
O -6.116 -3.561 -0.524  -0.384
C -7.152 -2.727 -0.750  0.931
F -7.275 -2.472 -2.049  -0.267
F -8.243 -3.347 -0.363  -0.267
F -7.070 -1.589 -0.088  -0.226
N -2.731 -2.566 0.361  0.694
C -3.154 -1.321 1.046  -0.598
C -2.689 -0.063 0.227  -0.646
C -1.762 0.899 1.059  -0.298
S 0.044 0.730 0.722  -0.067
H -0.323 -6.372 0.723  0.320
H 1.366 -6.156 0.283  0.337
H 0.959 -6.943 1.791  0.501
H 1.534 -4.914 2.637  0.480
H 1.005 -3.945 1.309  0.080
H -0.189 -4.060 3.692  0.787
H -1.711 -2.707 2.768  0.281
H -1.549 -3.291 -1.860  0.482
H -0.771 -4.864 -1.888  0.651
H 0.377 -2.362 -0.558  0.009
H 1.133 -4.015 -0.581  -0.261
H -3.040 -4.894 -1.517  0.523
H -4.287 -3.894 0.875  0.473
H -4.653 -3.498 -2.030  0.357
H -4.872 -1.990 -1.078  0.432
H -4.239 -1.313 1.185  0.340
H -2.718 -1.194 2.043  0.455
H -3.542 0.503 -0.158  0.293
H -2.101 -0.389 -0.634  0.413
H -2.009 1.930 0.760  -0.208
H -1.958 0.809 2.132  0.339
H 0.416 -0.504 1.146  -0.001
Br -4.621 4.542 1.402  -0.162
C -3.117 5.636 1.966  -0.538
C -2.152 5.854 0.834  -0.528
Br -1.041 4.282 0.521  -0.106
H -2.664 5.149 2.824  0.417
H -3.559 6.580 2.279  0.338
H -1.449 6.646 1.078  0.326
H -2.644 6.088 -0.102  0.287
Br 3.481 0.696 0.147  -0.065
C 4.633 1.650 1.396  -0.342
C 3.923 1.952 2.688  -0.482
Br 2.682 3.433 2.463  -0.162
H 4.972 2.547 0.886  0.250
H 5.480 0.989 1.564  0.109
H 4.639 2.282 3.438  0.372
H 3.353 1.112 3.077  0.337
Br 8.158 2.708 1.824  -0.142
C 8.140 3.861 0.254  -0.637
C 7.800 5.283 0.620  -0.538
Br 5.900 5.477 0.990  -0.124
H 7.437 3.423 -0.449  0.333
H 9.145 3.802 -0.159  0.407
H 8.006 5.952 -0.213  0.354
H 8.329 5.630 1.501  0.367
Br 8.104 -0.474 -3.934  -0.148
C 6.722 -1.359 -2.889  -0.582
C 6.177 -0.456 -1.815  -0.238
Br 7.415 -0.297 -0.315  -0.232
H 7.160 -2.269 -2.493  0.309
H 5.940 -1.613 -3.602  0.372
H 5.266 -0.872 -1.391  -0.040
H 5.982 0.551 -2.168  0.495
Br 6.288 -4.137 0.179  -0.148
C 7.227 -3.019 1.463  0.465
C 6.476 -2.914 2.764  -0.630
Br 4.952 -1.706 2.610  -0.086
H 7.382 -2.056 0.985  -0.619
H 8.189 -3.503 1.616  0.378
H 7.113 -2.475 3.530  0.354
H 6.092 -3.865 3.119  0.380
Br -5.058 8.482 -0.473  -0.114
C -3.572 9.631 0.037  -0.585
C -2.630 9.870 -1.112  -0.549
Br -1.518 8.308 -1.448  -0.130
H -3.087 9.156 0.884  0.304
H -4.026 10.566 0.359  0.379
H -1.938 10.675 -0.874  0.349
H -3.140 10.097 -2.043  0.371
Br -8.865 2.870 -4.679  -0.135
C -8.130 1.070 -4.731  -0.590
C -7.743 0.592 -3.357  -0.444
Br -6.080 1.415 -2.758  -0.127
H -7.293 1.090 -5.422  0.373
H -8.922 0.446 -5.140  0.382
H -7.548 -0.477 -3.367  0.146
H -8.493 0.815 -2.605  0.411

[2]
# C27H18MoN3

A structure of composition C27H18MoN3 in a non-equilibrium geometry (ωB97M-V/def2-TZVPD, the OMol25 dataset).

Values from the calculation:
* maximum force: 2.687 eV/Å
* spin multiplicity: 1
* HOMO level (spin up / spin down): -17.788 / -17.854 eV
* net charge: +3

Each line ends with the Mulliken charge.
Geometry (Å):
Mo 0.866 0.333 -0.465  0.778
C -1.216 -0.349 -4.195  -0.776
C -0.147 -0.201 -3.314  -0.331
N -0.293 0.359 -2.111  -0.230
C -1.514 0.880 -1.783  0.056
C -2.658 0.736 -2.593  0.824
C -2.483 0.065 -3.822  -0.511
C -3.871 1.351 -2.157  -0.888
C -3.891 2.204 -1.095  -0.928
C -2.700 2.505 -0.366  0.783
C -2.556 3.562 0.559  -0.501
C -1.309 3.827 1.095  -0.840
C -0.234 2.984 0.808  -0.180
N -0.345 1.946 -0.021  -0.127
C -1.541 1.750 -0.655  0.495
H -1.044 -0.794 -5.164  0.469
H 0.854 -0.563 -3.557  0.476
H -3.327 -0.088 -4.476  0.542
H -4.772 1.161 -2.720  0.479
H -4.807 2.704 -0.814  0.469
H -3.402 4.189 0.811  0.509
H -1.150 4.681 1.738  0.443
H 0.745 3.147 1.257  0.509
C 4.834 1.872 0.345  -0.620
C 4.826 1.413 1.655  -0.792
C 3.884 0.487 2.087  -0.696
C 2.880 0.040 1.223  1.196
C 2.843 0.585 -0.103  0.322
C 3.835 1.450 -0.529  -0.450
C 1.969 -1.071 1.579  0.830
C 2.155 -1.929 2.669  -0.764
C 1.242 -2.935 2.923  -0.682
C 0.170 -3.163 2.040  1.004
C -0.795 -4.176 2.222  -0.915
C -1.779 -4.382 1.286  -0.672
C -1.836 -3.586 0.132  -0.773
C -0.940 -2.556 -0.058  -0.305
C 0.070 -2.320 0.890  0.531
N 0.931 -1.273 0.720  -0.330
H 5.594 2.560 0.007  0.474
H 5.586 1.750 2.342  0.473
H 3.950 0.098 3.092  0.417
H 3.834 1.809 -1.554  0.461
H 3.013 -1.817 3.314  0.398
H 1.353 -3.564 3.796  0.518
H -0.735 -4.790 3.108  0.462
H -2.514 -5.161 1.427  0.441
H -2.590 -3.789 -0.614  0.461
H -0.985 -1.941 -0.958  0.489

[3]
# C2H4N2OS

An isolated molecule of C2H4N2OS in a non-equilibrium geometry (ωB97M-V/def2-TZVPD, the OMol25 dataset).

Values from the calculation:
* maximum force: 2.893 eV/Å
* spin multiplicity: 1
* energy relative to the best compared isomer or geometry (same formula, charge and spin): 162.7 kcal/mol
* HOMO level (spin up / spin down): -9.771 / -9.765 eV

Each line ends with the Mulliken charge.
Geometry (Å):
C -0.027 0.522 -0.434  -0.405
C -1.058 -0.303 0.393  -0.637
N 1.583 -1.137 0.136  -0.535
N 1.336 0.084 0.007  0.918
O 2.106 1.080 -0.032  -0.625
S -0.981 -2.017 -0.138  -0.034
H -0.128 0.411 -1.526  0.268
H 0.079 1.619 -0.130  0.320
H -0.825 -0.207 1.408  0.326
H -2.085 -0.051 0.316  0.404

[4]
# C39H68BN5O12

A cluster of 10 separate species, C39H68BN5O12 in total in a non-equilibrium geometry (ωB97M-V/def2-TZVPD, the OMol25 dataset).

Values from the calculation:
* maximum force: 3.242 eV/Å
* spin multiplicity: 1
* energy relative to the best compared isomer or geometry (same formula, charge and spin): 36.4 kcal/mol
* HOMO level: -7.629 eV

Each line ends with the Mulliken charge.
Geometry (Å):
C 0.724 8.654 -0.738  -1.191
C 0.180 7.953 -1.997  -0.647
C 0.583 6.488 -2.106  -0.488
C 0.183 5.710 -0.838  -1.082
N 0.345 4.253 -0.947  0.787
C 1.823 3.981 -1.040  -1.152
C 2.025 2.628 -0.439  0.568
C 0.735 2.186 0.221  -0.194
C -0.061 3.495 0.272  -1.008
C -0.267 3.690 -2.176  -0.160
C -1.712 4.116 -2.416  -0.297
C -2.358 3.253 -3.492  -1.455
H 1.661 8.214 -0.385  0.299
H 0.068 8.515 0.134  0.293
H 0.822 9.726 -0.877  0.379
H 0.660 8.476 -2.833  0.395
H -0.889 8.097 -2.161  0.366
H 1.670 6.327 -2.131  0.376
H 0.148 5.985 -2.969  0.311
H -0.903 5.778 -0.715  0.504
H 0.736 6.049 0.027  0.682
H 2.298 4.259 -1.978  0.450
H 2.309 4.720 -0.381  0.429
H 2.281 1.916 -1.234  -0.837
H 2.914 2.538 0.182  0.630
H 0.146 1.521 -0.407  -0.290
H 0.880 1.685 1.169  0.813
H -1.129 3.326 0.187  0.428
H 0.192 4.067 1.160  0.369
H -0.266 2.596 -2.139  -0.491
H 0.354 3.931 -3.037  0.544
H -1.698 5.176 -2.708  0.321
H -2.369 4.109 -1.542  0.305
H -2.654 2.299 -3.045  0.294
H -1.691 3.005 -4.317  0.265
H -3.260 3.721 -3.882  0.501
O 4.751 -2.666 -0.351  -0.616
C 3.626 -2.334 -0.275  0.321
O 2.558 -3.092 -0.322  -0.537
B 1.353 -2.256 -0.249  0.991
O 1.822 -0.898 0.050  0.358
C 3.154 -0.896 -0.035  0.376
O 3.853 0.054 0.022  -0.631
O 0.544 -2.327 -1.482  -0.888
C -0.626 -2.857 -1.188  0.184
O -1.602 -2.822 -1.832  -0.541
C -0.647 -3.235 0.306  0.804
O 0.482 -2.813 0.821  -0.194
O -1.558 -3.744 0.857  -0.827
N -4.134 -3.171 5.708  0.018
C -3.085 -3.805 6.314  -0.779
C -2.267 -4.240 5.327  -0.659
C -2.845 -3.906 4.074  0.023
C -3.995 -3.230 4.355  -0.723
H -4.922 -2.730 6.130  0.173
H -3.014 -3.905 7.379  0.409
H -1.294 -4.674 5.493  0.585
H -2.483 -4.107 3.082  0.514
H -4.804 -2.845 3.752  0.464
N 7.649 -1.219 0.324  0.124
C 8.703 -1.649 1.070  -0.413
C 9.708 -0.731 0.966  -0.586
C 9.300 0.185 -0.046  -0.437
C 8.037 -0.147 -0.436  -0.425
H 6.784 -1.731 0.270  0.287
H 8.557 -2.495 1.723  0.354
H 10.625 -0.662 1.519  0.388
H 9.878 0.994 -0.465  0.372
H 7.389 0.258 -1.190  0.390
N -4.310 -3.822 -0.390  0.144
C -5.226 -4.701 0.148  -0.595
C -6.469 -4.324 -0.272  -0.645
C -6.268 -3.289 -1.230  -0.802
C -4.929 -3.027 -1.340  -0.481
H -3.322 -3.862 -0.124  0.242
H -4.886 -5.450 0.849  0.447
H -7.412 -4.697 0.083  0.421
H -7.001 -2.689 -1.744  0.422
H -4.338 -2.325 -1.898  0.892
N -3.814 -0.961 0.537  0.433
C -4.342 0.182 0.078  -0.448
C -3.691 1.217 0.694  -1.153
C -2.845 0.628 1.652  -0.221
C -2.893 -0.728 1.498  -0.663
H -4.123 -1.872 0.201  0.097
H -5.025 0.269 -0.745  0.475
H -3.829 2.272 0.542  0.542
H -2.191 1.135 2.341  0.655
H -2.384 -1.512 2.017  0.298
C 0.467 -1.851 4.766  -1.036
C -0.360 -0.775 4.103  0.910
O -0.293 0.443 4.830  -0.598
H -0.015 -2.149 5.701  0.405
H 1.473 -1.465 4.974  0.362
H 0.694 -2.767 4.212  0.075
H -1.386 -1.167 4.034  -0.123
H -0.063 -0.634 3.064  -0.284
H -0.852 0.363 5.608  0.356
C 2.432 -0.003 -3.540  -1.101
C 1.147 0.219 -4.308  -0.288
O 0.097 0.701 -3.483  0.331
H 2.719 0.863 -2.936  0.163
H 3.260 -0.339 -4.158  0.491
H 2.241 -0.751 -2.757  -0.024
H 0.794 -0.729 -4.722  0.248
H 1.357 0.922 -5.115  0.387
H -0.277 -0.088 -3.067  -0.230
C 2.416 -5.604 5.003  -1.151
C 2.043 -5.508 3.512  0.271
O 3.060 -4.776 2.779  -0.553
H 1.635 -6.152 5.539  0.345
H 2.316 -4.604 5.450  0.231
H 3.428 -5.963 5.157  0.353
H 1.036 -5.055 3.474  -0.100
H 1.878 -6.545 3.157  0.286
H 2.588 -4.378 2.030  0.275
C -2.110 0.374 -6.020  -0.821
C -2.452 -0.896 -5.287  -0.250
O -2.746 -0.647 -3.918  -0.345
H -2.784 1.203 -5.807  0.246
H -2.023 0.205 -7.095  0.408
H -1.126 0.765 -5.745  0.002
H -1.602 -1.595 -5.293  0.249
H -3.260 -1.455 -5.772  0.380
H -2.412 -1.352 -3.360  0.170

[5]
# C4H11N2S3

The ion C4H11N2S3 with charge +1 in a non-equilibrium geometry (ωB97M-V/def2-TZVPD, the OMol25 dataset).

Values from the calculation:
* maximum force: 4.996 eV/Å
* spin multiplicity: 1
* energy relative to the best compared isomer or geometry (same formula, charge and spin): 61.9 kcal/mol
* SMILES: CS[N@@+]1(S)SCCN1C
* HOMO level: -13.517 eV
* net charge: +1

Each line ends with the Mulliken charge.
Geometry (Å):
C 1.108 2.242 1.204  -0.857
S 2.087 1.244 0.079  0.173
N 1.190 -0.323 0.065  -0.172
S 2.279 -1.675 -0.928  0.049
S 1.018 -0.999 1.705  0.021
C -0.711 -1.570 1.612  -0.528
C -1.083 -1.299 0.132  -0.569
N -0.281 -0.184 -0.313  -0.030
C -0.319 -0.058 -1.738  -1.224
H 0.949 1.674 2.068  0.298
H 0.173 2.350 0.867  0.333
H 1.644 3.096 1.164  0.427
H 2.966 -0.951 -1.866  0.206
H -1.228 -1.001 2.225  0.389
H -0.631 -2.534 2.011  0.404
H -0.852 -2.018 -0.636  0.411
H -2.216 -1.050 0.015  0.330
H 0.078 0.886 -2.102  0.378
H -0.009 -0.857 -2.343  0.512
H -1.276 0.169 -2.148  0.451

[6]
# C4H8O2

A cluster of 2 separate species, C4H8O2 in total in a non-equilibrium geometry (ωB97M-V/def2-TZVPD, the OMol25 dataset).

Values from the calculation:
* maximum force: 1.087 eV/Å
* spin multiplicity: 1
* energy relative to the best compared isomer or geometry (same formula, charge and spin): 36.1 kcal/mol
* SMILES: CC(C)=O.C=O
* HOMO level: -9.627 eV

Each line ends with the Mulliken charge.
Geometry (Å):
C -1.825 0.017 -0.299  -1.080
C -0.826 -0.129 0.825  0.884
C -0.279 -1.519 1.054  -1.083
O -0.480 0.821 1.509  -0.564
H -2.165 1.064 -0.378  0.279
H -2.703 -0.625 -0.117  0.342
H -1.366 -0.277 -1.258  0.302
H -1.098 -2.216 1.299  0.342
H 0.233 -1.883 0.147  0.303
H 0.442 -1.517 1.888  0.280
C 2.521 1.575 -1.163  -0.073
O 2.053 0.584 -1.682  -0.397
H 3.393 2.112 -1.607  0.254
H 2.100 1.994 -0.218  0.212